Density functional theory data (wB97M-V/def2-TZVPD) for C2HN3 in the gas phase.

Output
Energy relative to the best compared isomer or geometry (same formula, charge and spin)   1.1309 eV
Gap between HOMO and LUMO   9.06 eV

Last column: Mulliken charge in e.
Geometry (Å):
1 C 0.674 -1.012 0.372  0.255
2 C 0.076 0.238 0.134  -0.059
3 N 1.425 -1.878 0.348  -0.383
4 N -2.050 1.058 -0.706  -0.540
5 N -1.100 0.592 -0.312  0.482
6 H 0.974 1.001 0.164  0.245